1.
{"formula": "C20H24N6O4Pd", "method": "wB97M-V/def2-TZVPD", "species": ["Pd", "O", "C", "C", "C", "C", "C", "C", "C", "O", "N", "N", "C", "C", "C", "C", "C", "C", "N", "H", "H", "H", "H", "H", "H", "H", "H", "H", "H", "N", "C", "C", "C", "N", "H", "H", "H", "H", "H", "H", "H", "H", "H", "H", "O", "C", "C", "C", "C", "O", "N", "H", "H", "H", "H"], "xyz": [[-0.16, 0.22, -0.69], [2.81, -0.13, 2.93], [1.93, -0.24, 3.90], [2.40, -0.16, 5.23], [1.52, -0.27, 6.29], [0.16, -0.45, 6.05], [-0.33, -0.52, 4.75], [0.53, -0.42, 3.66], [0.03, -0.46, 2.29], [0.82, -0.30, 1.30], [-1.27, -0.64, 2.09], [-1.67, -0.57, 0.85], [-2.77, -1.05, 0.39], [-3.08, -0.85, -1.00], [-4.28, -1.34, -1.55], [-4.50, -1.21, -2.91], [-3.53, -0.59, -3.68], [-2.39, -0.10, -3.06], [-2.17, -0.22, -1.76], [2.38, -0.22, 2.04], [3.46, -0.02, 5.38], [1.90, -0.22, 7.30], [-0.53, -0.52, 6.88], [-1.39, -0.65, 4.57], [-3.44, -1.64, 1.01], [-4.99, -1.83, -0.90], [-5.42, -1.57, -3.35], [-3.65, -0.48, -4.75], [-1.62, 0.40, -3.65], [-0.57, 2.28, 0.38], [0.74, 2.95, 0.53], [1.17, 3.61, -0.77], [1.52, 2.62, -1.88], [0.35, 1.83, -2.32], [-1.21, 2.91, -0.11], [-0.97, 2.11, 1.30], [1.48, 2.20, 0.82], [0.68, 3.72, 1.31], [2.07, 4.20, -0.57], [0.39, 4.30, -1.12], [2.29, 1.93, -1.52], [1.93, 3.18, -2.73], [0.63, 1.29, -3.14], [-0.39, 2.46, -2.60], [2.04, -0.24, -0.96], [1.76, -1.23, -1.65], [2.70, -2.29, -2.15], [1.81, -3.10, -3.09], [0.41, -2.49, -2.92], [-0.60, -2.85, -3.46], [0.51, -1.43, -2.06], [3.07, -2.88, -1.31], [3.57, -1.84, -2.63], [1.76, -4.16, -2.85], [2.11, -3.01, -4.13]], "homo_energy_ev": [-14.41, -14.24], "mol_weight_g_mol": 518.87, "lumo_ev": [-6.66, -9.57], "spin_multiplicity": 5, "charge": 2, "total_energy_ha": -1533.276358}



2.
{"formula": "C20H24NO13P2V", "method": "wB97M-V/def2-TZVPD", "species": ["V", "O", "C", "O", "C", "C", "C", "N", "C", "C", "C", "O", "O", "H", "H", "H", "O", "P", "O", "O", "O", "P", "O", "O", "O", "H", "H", "C", "C", "C", "C", "C", "C", "C", "O", "C", "C", "C", "H", "H", "H", "H", "H", "H", "H", "H", "H", "H", "H", "H", "C", "C", "C", "O", "H", "H", "H", "H", "H", "H", "H"], "xyz": [[1.16, 0.46, -0.39], [1.65, 7.40, -0.22], [2.65, 6.67, -0.12], [3.85, 6.97, 0.05], [2.37, 5.16, -0.25], [3.39, 4.23, -0.16], [3.10, 2.88, -0.25], [1.85, 2.44, -0.42], [0.85, 3.33, -0.55], [1.08, 4.69, -0.45], [-0.53, 2.72, -0.79], [-1.50, 3.44, -0.93], [-0.52, 1.42, -0.86], [4.40, 4.58, -0.02], [3.85, 2.10, -0.16], [0.25, 5.38, -0.54], [2.40, -2.76, -0.23], [3.53, -1.63, -0.45], [4.82, -2.08, 0.08], [3.00, -0.26, -0.01], [3.52, -1.51, -2.09], [2.16, -1.15, -2.92], [2.72, -0.93, -4.41], [1.67, 0.20, -2.40], [1.28, -2.35, -2.89], [1.81, -2.84, -1.00], [3.15, -0.07, -4.46], [-5.83, -4.23, -0.98], [-4.57, -3.47, -0.66], [-3.94, -2.72, -1.63], [-2.75, -2.03, -1.37], [-2.12, -1.19, -2.45], [-2.21, -2.13, -0.08], [-0.96, -1.44, 0.28], [-0.10, -1.13, -0.52], [-2.85, -2.86, 0.93], [-2.30, -2.97, 2.34], [-4.02, -3.54, 0.62], [-6.25, -3.90, -1.93], [-6.59, -4.09, -0.21], [-5.64, -5.30, -1.05], [-4.37, -2.64, -2.62], [-2.81, -1.09, -3.29], [-1.18, -1.64, -2.80], [-1.85, -0.19, -2.08], [-0.78, -1.19, 1.33], [-1.29, -3.39, 2.36], [-2.95, -3.61, 2.93], [-2.24, -2.00, 2.83], [-4.51, -4.12, 1.40], [1.91, 0.10, 3.48], [1.48, 1.14, 2.47], [0.57, 2.19, 3.08], [0.80, 0.48, 1.42], [2.47, 0.56, 4.31], [2.55, -0.64, 3.00], [1.03, -0.41, 3.90], [2.38, 1.63, 2.11], [-0.28, 1.71, 3.58], [0.18, 2.86, 2.31], [1.11, 2.80, 3.82]], "relative_energy_kj_mol": 0.00, "homo_energy_ev": -3.31, "mol_weight_g_mol": 599.30, "lumo_ev": 3.67, "spin_multiplicity": 3, "charge": -2, "total_energy_ha": -3436.726973}



3.
{"formula": "C20H24NOS", "method": "wB97M-V/def2-TZVPD", "species": ["C", "N", "C", "C", "C", "C", "C", "C", "C", "C", "C", "C", "C", "C", "C", "C", "C", "C", "H", "H", "H", "H", "H", "H", "H", "H", "H", "H", "H", "H", "H", "H", "H", "H", "C", "S", "C", "C", "O", "H", "H", "H", "H", "H", "H", "H", "H"], "xyz": [[-0.04, 1.80, 4.19], [0.61, 0.97, 3.21], [0.43, -0.36, 2.97], [1.14, -0.78, 1.86], [0.95, -2.20, 1.45], [1.44, -2.25, -0.05], [1.00, -1.34, -0.98], [1.28, -1.49, -2.35], [2.11, -2.52, -2.86], [2.39, -2.58, -4.35], [2.69, -3.37, -1.88], [2.35, -3.21, -0.50], [1.94, 0.37, 1.45], [2.90, 0.61, 0.44], [3.30, 1.95, 0.17], [2.78, 3.02, 0.89], [1.87, 2.80, 1.97], [1.51, 1.49, 2.26], [0.38, 2.80, 4.09], [-1.11, 1.82, 3.98], [0.13, 1.43, 5.20], [-0.24, -0.96, 3.56], [-0.08, -2.54, 1.48], [0.44, -0.48, -0.68], [0.89, -0.77, -3.07], [2.82, -3.54, -4.66], [1.41, -2.46, -4.85], [3.03, -1.78, -4.76], [3.48, -4.17, -2.18], [2.84, -3.88, 0.21], [3.37, -0.25, -0.07], [4.03, 2.13, -0.61], [3.00, 4.05, 0.63], [1.37, 3.58, 2.55], [1.27, -5.51, 4.28], [1.03, -4.68, 2.72], [-0.70, -5.06, 2.43], [1.35, -2.89, 2.67], [1.87, -5.23, 1.65], [0.53, -5.16, 5.01], [1.09, -6.58, 4.11], [2.26, -5.25, 4.65], [-1.27, -4.94, 3.35], [-1.15, -4.41, 1.67], [-0.78, -6.12, 2.14], [0.86, -2.49, 3.62], [2.42, -2.80, 2.70]], "relative_energy_kj_mol": 328.26, "homo_energy_ev": -10.31, "mol_weight_g_mol": 326.48, "lumo_ev": -2.87, "charge": 1, "total_energy_ha": -1304.338671}



4.
{"formula": "C20H25B11Br6F4N3O4V", "method": "wB97M-V/def2-TZVPD", "species": ["V", "C", "C", "N", "C", "C", "C", "C", "N", "C", "C", "F", "C", "F", "C", "C", "F", "C", "F", "H", "H", "H", "H", "H", "H", "H", "H", "H", "H", "H", "H", "H", "H", "H", "Br", "B", "B", "C", "B", "B", "B", "B", "B", "Br", "B", "Br", "B", "Br", "B", "Br", "B", "Br", "H", "H", "H", "H", "H", "H", "O", "C", "O", "C", "C", "C", "C", "C", "C", "N", "O", "O", "H", "H", "H", "H"], "xyz": [[0.62, -0.07, 0.65], [3.22, -0.99, 4.09], [2.06, -1.13, 3.13], [2.22, -0.33, 1.86], [3.51, -0.66, 1.16], [3.60, -2.12, 0.76], [2.05, 1.12, 2.05], [0.61, 1.41, 2.58], [-0.33, 0.30, 2.16], [-1.45, 0.06, 2.94], [-1.78, -1.25, 3.29], [-0.98, -2.25, 2.94], [-2.91, -1.50, 4.06], [-3.19, -2.75, 4.38], [-3.71, -0.46, 4.49], [-3.38, 0.85, 4.16], [-4.14, 1.85, 4.55], [-2.26, 1.11, 3.40], [-1.97, 2.36, 3.04], [2.92, -1.44, 5.04], [4.12, -1.50, 3.76], [3.47, 0.06, 4.30], [1.93, -2.17, 2.82], [1.13, -0.83, 3.60], [3.58, 0.00, 0.30], [4.31, -0.39, 1.86], [2.70, -2.47, 0.26], [4.42, -2.23, 0.05], [3.81, -2.77, 1.60], [2.78, 1.56, 2.72], [2.24, 1.60, 1.07], [0.59, 1.43, 3.67], [0.27, 2.38, 2.21], [-4.59, -0.66, 5.09], [-0.69, 1.89, -0.32], [-2.39, 1.00, -0.97], [-4.01, 1.64, -0.71], [-4.97, 0.23, -0.70], [-3.51, 0.15, 0.10], [-4.12, -1.25, -0.80], [-5.03, -0.62, -2.17], [-4.97, 1.16, -2.12], [-3.28, 1.67, -2.32], [-2.75, 3.33, -3.14], [-3.93, 0.25, -3.25], [-4.18, 0.31, -5.15], [-3.37, -1.25, -2.41], [-2.98, -2.89, -3.35], [-2.47, -0.73, -1.00], [-1.01, -1.82, -0.06], [-2.30, 0.17, -2.53], [-0.74, 0.29, -3.67], [-4.29, 2.58, -0.07], [-5.86, 0.24, -0.09], [-3.44, 0.10, 1.27], [-4.47, -2.21, -0.22], [-6.01, -1.17, -2.51], [-5.90, 1.80, -2.43], [1.29, -2.06, -2.37], [1.81, -1.04, -2.16], [1.45, -0.40, -0.84], [2.84, -0.25, -2.83], [3.63, -0.93, -3.76], [4.63, -0.24, -4.43], [4.80, 1.10, -4.14], [4.01, 1.80, -3.24], [3.02, 1.11, -2.58], [5.89, 1.84, -4.83], [6.40, 1.29, -5.78], [6.17, 2.93, -4.39], [3.46, -1.98, -3.96], [5.26, -0.72, -5.16], [4.19, 2.85, -3.08], [2.35, 1.64, -1.91]], "homo_energy_ev": [-14.05, -14.05], "mol_weight_g_mol": 1096.73, "lumo_ev": [-10.11, -10.11], "charge": 2, "total_energy_ha": -18302.898422}